18
Properties=species:S:1:pos:R:3:lowdin_charge:R:1 method="wB97M-V/def2-TZVPD" total_energy_ha=-343.573839 orbital_gap_ev=7.0 de_lowest_kcal_mol=123.8 total_charge=-1
C 1.91 0.86 -0.02 -0.488
O 2.32 0.90 1.26 -0.335
C 0.32 0.55 -0.35 -0.329
C -0.37 -0.12 0.87 -0.178
C -1.81 -0.69 0.77 -0.278
N -1.88 -1.68 -0.35 -0.054
N -0.34 0.25 -1.95 -0.056
H 2.50 0.12 -0.64 0.078
H 2.09 1.81 -0.55 0.067
H -0.11 1.55 -0.36 0.111
H 0.29 -0.86 1.32 0.100
H -0.33 0.69 1.60 0.103
H -2.14 -1.42 1.52 0.085
H -2.60 0.08 0.75 0.091
H -1.53 -1.14 -1.16 -0.009
H -2.79 -1.74 -0.82 0.048
H 0.46 0.52 -2.55 -0.018
H 0.42 -0.34 -1.11 0.061